113
Properties=species:S:1:pos:R:3:lowdin_charge:R:1 method="wB97M-V/def2-TZVPD" mol_weight_g_mol=1817.34 charge=+1 gap_ha=0.351 lumo_energy_ev=-2.54 largest_force_ev_per_a=2.3 homo_energy_ha=-0.4446
C 0.236 -2.971 -3.484 0.12
C 1.191 -2.567 -2.889 -0.16
C 2.276 -2.066 -2.053 -0.22
C 2.710 -0.646 -2.433 -0.18
C 1.592 0.388 -2.439 -0.14
C 1.025 0.768 -1.050 -0.22
C 2.054 0.897 0.077 -0.12
C 1.846 -0.096 1.265 -0.13
C 0.374 0.124 1.700 -0.16
C -0.537 -0.437 0.610 -0.25
C -0.633 -1.972 0.805 -0.14
C -1.741 -2.652 0.005 -0.18
C -3.159 -2.062 0.243 -0.16
C -3.530 -0.952 -0.758 -0.20
N -4.964 -1.033 -1.116 0.06
C -5.767 -0.322 -0.207 -0.50
C -6.861 0.567 -0.740 0.02
O -5.578 -0.404 0.979 0.06
N -0.127 -0.163 -0.801 0.15
H -0.549 -3.392 -4.048 0.04
H 3.130 -2.740 -2.083 0.03
H 1.890 -2.107 -1.029 0.09
H 3.579 -0.397 -1.829 0.12
H 3.077 -0.703 -3.458 0.07
H 1.946 1.281 -2.950 0.10
H 0.765 0.004 -3.047 0.09
H 0.605 1.759 -1.205 0.15
H 3.085 0.914 -0.261 0.11
H 1.887 1.869 0.539 0.12
H 2.029 -1.121 0.958 0.10
H 2.515 0.258 2.043 0.12
H 0.185 1.173 1.916 0.09
H 0.198 -0.454 2.597 0.07
H -1.543 -0.058 0.776 0.13
H 0.351 -2.401 0.602 0.11
H -0.799 -2.134 1.869 0.08
H -1.506 -2.544 -1.064 0.09
H -1.766 -3.724 0.181 0.06
H -3.873 -2.864 0.084 0.11
H -3.172 -1.669 1.258 0.10
H -3.344 0.038 -0.319 0.11
H -2.917 -1.020 -1.659 0.11
H -5.083 -0.536 -1.997 0.12
H -6.388 1.472 -1.129 0.09
H -7.554 0.831 0.047 0.08
H -7.423 0.133 -1.568 0.09
H 0.031 -1.066 -1.264 0.12
H -0.932 0.223 -1.293 0.17
C -2.063 -7.237 0.894 -1.54
Cl -3.303 -5.996 1.088 0.53
Cl -2.570 -8.450 -0.279 0.55
Cl -0.525 -6.508 0.412 0.52
H -1.921 -7.725 1.849 0.00
C 2.936 0.925 -6.101 -1.57
Cl 3.218 -0.800 -6.357 0.54
Cl 4.097 1.570 -4.934 0.56
Cl 2.990 1.802 -7.621 0.53
H 1.944 1.045 -5.683 -0.08
C 1.332 3.720 -10.585 -1.53
Cl 2.969 4.063 -10.031 0.49
Cl 1.243 2.114 -11.311 0.53
Cl 0.202 3.858 -9.230 0.50
H 1.060 4.448 -11.337 0.02
C -2.209 1.898 4.576 -1.51
Cl -1.839 0.195 4.281 0.55
Cl -1.174 2.545 5.841 0.52
Cl -2.031 2.838 3.086 0.53
H -3.239 1.969 4.901 0.01
C -7.277 -0.487 3.401 -1.55
Cl -6.902 1.083 4.117 0.52
Cl -6.777 -1.798 4.479 0.52
Cl -8.996 -0.608 3.030 0.54
H -6.721 -0.579 2.475 -0.05
C 2.618 4.284 6.383 -1.54
Cl 1.388 3.602 7.449 0.51
Cl 2.065 4.263 4.701 0.50
Cl 3.030 5.922 6.878 0.52
H 3.505 3.671 6.455 0.00
C -1.005 0.879 -6.845 -1.52
Cl -0.529 2.486 -6.296 0.52
Cl -0.276 -0.369 -5.819 0.55
Cl -2.759 0.718 -6.866 0.55
H -0.637 0.744 -7.856 0.02
C -1.858 -4.422 4.840 -1.53
Cl -2.110 -6.163 4.732 0.54
Cl -0.317 -3.972 4.095 0.53
Cl -3.191 -3.545 4.087 0.51
H -1.821 -4.149 5.887 0.02
C 5.602 -5.121 -2.925 -1.53
Cl 6.442 -5.070 -4.471 0.55
Cl 6.345 -4.009 -1.771 0.53
Cl 3.888 -4.740 -3.133 0.58
H 5.680 -6.125 -2.528 0.02
C -8.666 -3.469 7.628 -1.57
Cl -8.303 -1.905 8.359 0.51
Cl -8.155 -4.787 8.684 0.52
Cl -10.384 -3.600 7.253 0.53
H -8.113 -3.544 6.701 -0.02
C 5.915 2.371 10.042 -1.54
Cl 5.252 3.008 11.544 0.54
Cl 4.997 0.963 9.498 0.52
Cl 5.942 3.621 8.791 0.49
H 6.935 2.057 10.226 0.01
C 6.697 6.990 5.585 -1.53
Cl 8.137 7.227 4.593 0.53
Cl 5.342 6.486 4.561 0.50
Cl 7.073 5.863 6.898 0.50
H 6.436 7.943 6.026 0.01
C 6.298 6.618 -10.894 -1.55
Cl 7.744 6.734 -11.895 0.53
Cl 4.874 6.297 -11.885 0.50
Cl 6.490 5.367 -9.661 0.51
H 6.155 7.567 -10.394 0.01